# 1
Formula: C28H49N3O7S4Si
Source: the OMol25 dataset
Level of theory: the ωB97M-V functional and the def2-TZVPD basis

Geometry (Å):
C (-6.71552, -0.42154, -2.85876)
C (-5.10879, -0.55666, -3.07665)
O (-4.65463, -1.72914, -3.18679)
N (-4.33528, 0.69045, -3.07710)
C (-2.89531, 0.49259, -3.42176)
C (-1.93758, 0.58764, -2.09811)
C (-2.43237, -0.34928, -0.88857)
C (-1.16116, -1.03844, -0.10944)
C (-1.20355, -0.55048, 1.42735)
C (-0.83878, 0.95227, 1.85612)
C (-0.43699, 1.97702, 0.69922)
C (0.62921, 3.09865, 1.12319)
O (1.32631, 3.59976, -0.06794)
Si (0.78167, 5.21785, -0.46472)
C (1.35002, 6.55571, 0.78099)
C (1.64135, 5.63193, -2.15708)
C (-1.10185, 5.34586, -0.79322)
C (-0.95019, 1.27611, 3.36203)
O (-0.69032, 2.59713, 3.85248)
C (-1.39663, 0.20837, 4.46004)
N (-1.55317, 0.46410, 5.89350)
S (-2.08454, -1.04963, 6.53199)
N (-2.16594, -2.09516, 5.15680)
C (-1.75847, -1.27005, 4.04582)
C (-1.65465, -1.60977, 2.49854)
C (-2.07771, -3.12707, 2.10265)
C (-3.50806, -3.13848, 1.31081)
C (-3.78272, -4.61830, 0.65827)
S (-2.65170, -4.98051, -0.81144)
H (-7.27602, -0.45196, -3.86736)
H (-6.99409, 0.53480, -2.27517)
H (-7.04177, -1.33744, -2.23275)
H (-4.40547, 1.09979, -2.12097)
H (-2.67195, -0.42024, -4.06871)
H (-2.58866, 1.41393, -4.06024)
H (-1.92408, 1.71791, -1.83521)
H (-0.88209, 0.24183, -2.40816)
H (-3.06121, -1.22335, -1.27424)
H (-3.08707, 0.20128, -0.10539)
H (-0.16333, -0.73235, -0.61563)
H (-1.23983, -2.17084, -0.23169)
H (0.07136, 1.34891, -0.13496)
H (-1.38616, 2.41148, 0.19285)
H (0.01406, 4.00297, 1.51966)
H (1.34097, 2.79251, 1.96477)
H (2.31613, 7.05832, 0.38523)
H (0.57861, 7.42113, 0.85874)
H (1.46854, 6.16279, 1.85893)
H (2.78495, 5.49709, -2.11214)
H (1.20154, 4.86042, -2.90544)
H (1.39245, 6.70550, -2.50243)
H (-1.75387, 4.62376, -0.19219)
H (-1.25389, 5.12875, -1.92426)
H (-1.47712, 6.43160, -0.64958)
H (0.26918, 2.68477, 4.07874)
H (-2.17787, -3.81221, 3.01123)
H (-1.27287, -3.59619, 1.41785)
H (-4.39171, -2.93555, 2.01809)
H (-3.53204, -2.40607, 0.42824)
H (-3.44593, -5.37177, 1.47409)
H (-4.88720, -4.76065, 0.36219)
H (-2.19269, -3.77243, -1.34419)
O (3.38944, 3.53252, -4.12622)
S (4.55675, 3.91349, -3.36526)
O (4.79777, 5.27790, -2.95034)
C (4.67265, 2.84943, -1.93793)
C (5.48302, 1.65496, -2.42369)
C (6.62008, 2.23800, -3.26401)
C (6.00975, 3.28364, -4.19899)
H (3.67423, 2.57954, -1.59257)
H (5.20633, 3.39596, -1.15693)
H (5.85958, 1.05986, -1.58898)
H (4.85823, 1.00686, -3.04715)
H (7.35226, 2.71583, -2.60470)
H (7.14424, 1.46300, -3.82816)
H (6.70144, 4.10503, -4.39001)
H (5.69090, 2.83861, -5.14330)
O (-0.29109, -5.49238, 1.61666)
S (0.87763, -5.11491, 2.37229)
O (1.10839, -3.75399, 2.80155)
C (1.01219, -6.19541, 3.78551)
C (1.83059, -7.37607, 3.28004)
C (2.95755, -6.77046, 2.44089)
C (2.33203, -5.71872, 1.52296)
H (0.01882, -6.47831, 4.13338)
H (1.54589, -5.65402, 4.57003)
H (2.21783, -7.97812, 4.10479)
H (1.20840, -8.02225, 2.65206)
H (3.68852, -6.29410, 3.10260)
H (3.48621, -7.53267, 1.86379)
H (3.01437, -4.88794, 1.33902)
H (2.01252, -6.15468, 0.57455)

Summary:
- HOMO (eV) = -7.86
- F_max (eV Å⁻¹) = 5.38
- molecular weight (g/mol) = 696.068
- net charge = 0

Atom charges from the Mulliken analysis, given in e for atoms 1 to 8:
1 C -0.88
2 C 0.52
3 O -0.55
4 N -0.33
5 C -0.69
6 C -0.54
7 C -0.03
8 C -1.08

***

# 2
Formula: C28H49N4O11PS4
Source: the OMol25 dataset
Level of theory: the ωB97M-V functional and the def2-TZVPD basis

Geometry (Å):
N (5.87347, 6.03170, 1.33796)
P (6.93902, 5.04425, 0.72684)
O (7.42776, 5.43101, -0.83446)
O (8.31520, 4.95661, 1.66354)
C (6.12336, 3.36955, 0.59453)
C (4.91739, 3.10205, 1.43316)
N (4.19060, 1.95018, 1.42193)
C (4.73170, 1.04764, 0.50789)
C (4.00693, -0.27947, 0.34376)
C (2.68440, -0.50718, 1.17497)
C (1.47124, -0.01075, 0.26406)
C (1.48150, 1.53707, -0.04547)
C (0.01638, 1.97871, -0.51163)
N (-0.24145, 3.42391, -0.24906)
C (4.52184, -1.30442, -0.55535)
C (5.78987, -1.08769, -1.36707)
C (6.44535, 0.19471, -1.22572)
O (7.60225, 0.46170, -1.99159)
C (5.94599, 1.28409, -0.30013)
N (6.67446, 2.46535, -0.26888)
H (5.72331, 6.75404, 0.61942)
H (6.72233, 5.05614, -1.39940)
H (8.09151, 5.51218, 2.44117)
H (4.56758, 3.92532, 2.11706)
H (2.65694, 0.09287, 2.12024)
H (2.48959, -1.58917, 1.39368)
H (0.50456, -0.21738, 0.81730)
H (1.45567, -0.53439, -0.74081)
H (1.71042, 2.18354, 0.85345)
H (2.17771, 1.82857, -0.88711)
H (-0.73857, 1.35308, 0.04846)
H (-0.12199, 1.81939, -1.62139)
H (0.26781, 3.75980, 0.57223)
H (-1.23163, 3.49028, -0.00222)
H (4.02441, -2.30381, -0.68580)
H (6.20748, -1.86851, -2.04635)
H (8.37996, 0.06245, -1.56452)
O (4.54094, 4.38245, 5.50747)
S (4.10896, 5.59275, 4.85094)
O (3.82955, 5.64040, 3.43826)
C (2.70882, 6.25280, 5.74264)
C (3.32852, 7.15269, 6.80508)
C (4.44855, 7.92110, 6.09693)
C (5.24862, 6.90936, 5.27134)
H (2.11775, 5.43880, 6.15939)
H (2.10854, 6.83138, 5.03849)
H (2.58867, 7.82534, 7.24133)
H (3.75002, 6.54495, 7.61110)
H (4.01106, 8.67320, 5.43420)
H (5.09059, 8.44474, 6.80702)
H (5.63841, 7.35321, 4.35559)
H (6.06440, 6.47622, 5.85083)
O (0.12385, -2.73842, -2.01040)
S (-1.11731, -1.99913, -1.99744)
O (-1.61856, -1.35995, -0.80167)
C (-1.07558, -0.79946, -3.32019)
C (-1.63462, -1.54764, -4.52519)
C (-2.83701, -2.33904, -4.00130)
C (-2.40259, -3.02638, -2.70212)
H (-0.05593, -0.44580, -3.46821)
H (-1.72453, 0.03105, -3.03685)
H (-1.91827, -0.86277, -5.32564)
H (-0.88147, -2.23663, -4.92039)
H (-3.65533, -1.65842, -3.79770)
H (-3.19048, -3.06660, -4.73087)
H (-3.22751, -3.10814, -1.99423)
H (-1.97821, -4.01290, -2.89296)
O (-5.42303, -2.12050, -4.52329)
S (-6.55436, -2.19445, -3.62598)
O (-6.74537, -1.24684, -2.55472)
C (-8.04987, -2.27702, -4.59988)
C (-8.25540, -3.76742, -4.84559)
C (-7.95288, -4.45458, -3.51026)
C (-6.65039, -3.85590, -2.97078)
H (-7.92846, -1.70247, -5.51695)
H (-8.86104, -1.86072, -4.00016)
H (-9.26806, -3.98025, -5.19127)
H (-7.55607, -4.12095, -5.60897)
H (-8.76771, -4.25808, -2.80720)
H (-7.87140, -5.53693, -3.62215)
H (-6.64602, -3.81363, -1.88577)
H (-5.78009, -4.40765, -3.32354)
O (-5.01475, -5.00633, -0.98023)
S (-4.15259, -5.89981, -0.23797)
O (-3.02069, -6.55230, -0.84751)
C (-3.61197, -5.06361, 1.24363)
C (-4.68839, -5.38700, 2.27295)
C (-5.00888, -6.87333, 2.08729)
C (-5.17047, -7.12375, 0.58510)
H (-3.50764, -3.99651, 1.05038)
H (-2.64978, -5.48900, 1.53315)
H (-4.35076, -5.16899, 3.28679)
H (-5.58379, -4.78924, 2.07868)
H (-4.18153, -7.47505, 2.47393)
H (-5.90763, -7.16401, 2.63335)
H (-4.83337, -8.12037, 0.30343)
H (-6.20183, -6.97597, 0.26347)

Summary:
- HOMO (eV) = -8.13
- F_max (eV Å⁻¹) = 4.06
- molecular weight (g/mol) = 776.959
- net charge = 0

Atom charges from the Mulliken analysis, given in e for atoms 1 to 8:
1 N -0.58
2 P 0.77
3 O -0.53
4 O -0.55
5 C 0.35
6 C -0.37
7 N -0.24
8 C 0.46